Here is C15H23N3O4 in the gas phase at a distorted geometry from the OMol25 dataset. Energies are from wB97M-V/def2-TZVPD.

ORCA input file:
```
! wB97M-V def2-TZVPD RIJCOSX def2/J DEFGRID3
* xyz 0 1
C -0.778 -0.193 1.612
C -1.407 1.176 1.751
C -1.887 -1.268 1.462
C -2.174 -1.994 0.103
C -3.383 -1.786 -0.414
C -1.436 -3.146 -0.239
C -3.743 -2.589 -1.542
C -1.782 -4.033 -1.284
C -2.856 -3.608 -2.039
C 0.845 2.189 1.321
C 1.143 3.286 2.297
C 1.395 2.613 0.007
C 1.374 1.515 -1.155
C 2.886 1.431 -1.639
C 2.991 0.098 -2.429
H 0.340 -1.387 2.902
H -0.194 -0.041 3.664
H -0.169 0.090 0.818
H -1.623 -2.014 2.148
H -2.767 -0.683 1.765
H -4.052 -0.998 -0.113
H -0.569 -3.157 0.403
H -4.620 -2.346 -2.146
H -1.159 -4.917 -1.390
H -4.012 -3.714 -3.617
H -0.908 3.192 1.515
H 0.957 1.127 1.636
H 0.899 3.507 -0.344
H 2.406 2.957 0.182
H 0.999 0.597 -0.796
H 0.740 1.811 -1.942
H 3.041 2.292 -2.279
H 3.535 1.196 -0.789
H 2.282 -0.757 -1.968
H 2.639 0.273 -3.489
H 4.933 0.062 -2.850
H 4.674 -0.692 -1.415
H 1.081 3.992 4.032
N 0.100 -0.413 2.786
N -0.614 2.221 1.298
N 4.269 -0.528 -2.347
O -2.531 1.317 2.126
O -3.193 -4.176 -3.250
O 1.283 4.476 2.015
O 1.044 3.022 3.633
*
```

Structure (SMILES): NCCCC[C@H](NC(=O)[C@@H](N)Cc1ccc(O)cc1)C(=O)O
E_LUMO (Eh): 0.0219
HOMO level (eV): -8.512
Orbital gap (eV): 9.11
Energy (eV): -28586.1916
Relative energy (zero: lowest compared OMol25 entry of this formula, charge and spin) (kcal/mol): 99.2

Here is a molecular structure, C23H59BF4N5NiO9S4 at a distorted geometry from the OMol25 dataset. Energies are from wB97M-V/def2-TZVPD.

ORCA input file:
```
! wB97M-V def2-TZVPD RIJCOSX def2/J DEFGRID3
* xyz 1 3
Ni 2.520 -0.582 -0.471
B -0.093 -0.487 0.472
F -0.735 0.643 0.869
F -0.801 -1.641 0.689
F 0.042 -0.352 -0.856
F 1.170 -0.518 0.992
C -3.614 3.994 -2.885
S -1.740 3.904 -2.754
O -1.340 5.107 -1.915
C -1.705 2.385 -1.668
H -4.206 3.166 -3.275
H -3.949 4.817 -3.517
H -3.918 4.295 -1.882
H -0.661 2.099 -1.541
H -2.166 1.491 -2.088
H -2.168 2.510 -0.689
C -1.565 4.213 1.314
S -3.346 4.732 1.184
O -4.173 3.654 1.878
C -3.396 6.362 2.095
H -1.139 4.474 2.283
H -0.863 4.778 0.702
H -1.315 3.161 1.170
H -2.882 6.269 3.051
H -4.442 6.666 2.137
H -2.942 7.103 1.437
C -0.331 -5.176 -3.006
S -1.955 -4.714 -2.369
O -2.303 -5.532 -1.134
C -1.565 -3.047 -1.718
H -0.258 -6.259 -2.911
H 0.517 -4.773 -2.452
H -0.404 -4.960 -4.072
H -2.280 -2.684 -0.979
H -1.286 -2.448 -2.585
H -0.645 -3.143 -1.141
C 1.883 -3.736 2.370
S 2.355 -3.970 0.550
O 2.437 -2.588 -0.043
C 4.028 -4.715 0.508
H 2.605 -3.175 2.963
H 1.693 -4.679 2.884
H 0.904 -3.284 2.533
H 4.715 -3.955 0.880
H 4.390 -5.126 -0.435
H 4.142 -5.532 1.220
C 2.493 -2.829 -4.181
C 1.941 -1.576 -3.555
O 2.001 -1.382 -2.348
N 1.347 -0.654 -4.383
C 0.440 0.372 -3.833
H 3.308 -3.093 -3.507
H 2.950 -2.667 -5.158
H 1.751 -3.598 -4.394
H 1.412 -0.787 -5.382
H -0.526 -0.101 -3.657
H 0.239 1.171 -4.546
H 0.892 0.860 -2.970
C -1.136 -1.154 4.134
C -2.111 -2.325 3.875
O -2.489 -2.954 4.831
N -2.485 -2.548 2.651
C -3.294 -3.622 2.169
H -1.622 -0.405 4.759
H -0.829 -0.580 3.259
H -0.274 -1.492 4.709
H -2.056 -2.103 1.853
H -3.393 -4.384 2.942
H -2.714 -4.076 1.365
H -4.279 -3.325 1.809
C 2.930 4.451 -0.048
C 2.375 4.229 1.335
O 2.371 5.070 2.288
N 1.956 2.981 1.496
C 1.679 2.434 2.829
H 3.822 3.837 -0.170
H 3.206 5.449 -0.388
H 2.132 4.226 -0.756
H 2.055 2.432 0.653
H 0.668 2.034 2.754
H 1.776 3.021 3.742
H 2.379 1.604 2.929
C 5.443 -0.357 3.019
C 4.781 0.230 1.798
O 3.745 -0.347 1.353
N 5.200 1.415 1.291
C 6.418 2.181 1.644
H 6.491 -0.554 2.796
H 5.011 -1.231 3.507
H 5.353 0.375 3.822
H 4.630 1.809 0.556
H 6.013 3.150 1.933
H 7.155 2.393 0.870
H 6.837 1.887 2.607
C -5.560 -0.931 -2.920
C -4.091 -0.720 -2.609
O -3.340 -0.692 -3.550
N -3.687 -0.542 -1.371
C -4.358 -0.484 -0.120
H -6.160 -0.132 -2.483
H -5.907 -1.832 -2.415
H -5.811 -0.985 -3.979
H -2.680 -0.505 -1.303
H -5.159 0.251 -0.203
H -3.703 -0.181 0.697
H -4.746 -1.464 0.157
*
```

E_LUMO (alpha / beta) (Eh): -0.1615 / -0.2083
HOMO level (alpha / beta) (eV): -9.932 / -9.932
Expectation value of S²: 2.00
Orbital gap (alpha / beta) (eV): 5.54 / 4.26
Energy (eV): -146612.1988

Here is 5 unconnected molecules or ions with the total composition C20H34N7O2 at a distorted geometry from the OMol25 dataset. Energies are from wB97M-V/def2-TZVPD.

ORCA input file:
```
! wB97M-V def2-TZVPD RIJCOSX def2/J DEFGRID3
* xyz 1 1
O 3.135 -1.569 1.450
N 2.617 -0.619 1.017
O 1.988 0.127 2.023
C 0.905 0.809 1.382
C -0.318 -0.117 1.307
N -1.542 0.321 1.002
C -2.325 -0.846 1.007
C -1.570 -1.907 1.330
N -0.282 -1.408 1.530
H 1.176 1.070 0.345
H 0.643 1.696 1.970
H -1.836 1.283 0.800
H -3.389 -0.900 0.795
H -1.794 -2.964 1.423
H 0.486 -2.015 1.782
C -0.550 6.185 0.236
C -0.940 5.379 1.470
C -0.384 3.951 1.442
C -0.909 3.222 0.267
N -1.316 2.677 -0.672
H -0.957 5.749 -0.676
H -0.939 7.200 0.309
H 0.534 6.245 0.131
H -2.029 5.350 1.550
H -0.568 5.886 2.362
H -0.676 3.416 2.349
H 0.707 3.967 1.390
C -0.249 -4.714 4.431
C -1.075 -5.404 5.511
C -2.385 -5.992 4.976
C -3.230 -4.925 4.409
N -3.888 -4.088 3.969
H -0.783 -3.861 4.005
H 0.685 -4.337 4.850
H -0.002 -5.407 3.623
H -1.291 -4.687 6.306
H -0.483 -6.206 5.955
H -2.933 -6.485 5.779
H -2.183 -6.733 4.200
C 3.042 -4.154 -3.888
C 3.652 -3.255 -2.818
C 2.867 -3.275 -1.502
C 1.486 -2.797 -1.709
N 0.406 -2.427 -1.867
H 2.037 -3.827 -4.161
H 3.647 -4.132 -4.793
H 2.984 -5.189 -3.544
H 3.705 -2.233 -3.200
H 4.676 -3.578 -2.623
H 3.348 -2.631 -0.767
H 2.832 -4.287 -1.095
C -0.694 3.008 -4.298
C -1.239 4.234 -5.022
C -0.204 5.356 -5.157
C 0.237 5.812 -3.825
N 0.579 6.168 -2.784
H -0.407 3.244 -3.272
H -1.452 2.226 -4.251
H 0.179 2.604 -4.815
H -2.116 4.605 -4.486
H -1.573 3.940 -6.019
H -0.634 6.204 -5.692
H 0.666 5.009 -5.716
*
```

E_LUMO (Eh): -0.1310
HOMO level (eV): -13.353
Orbital gap (eV): 9.79
Energy (eV): -35807.8323